Record 1
This record from OMol25 describes C34H27BBrF4GeIN3O2PtS2 as an isolated structure at a distorted geometry. The level of theory is ωB97M-V with the def2-TZVPD basis set.

Last column: Mulliken spin population.
Geometry (Å):
Pt: -0.07032 1.17082 -1.40708  1.127
N: -2.80244 -5.37959 -6.04850  0.005
C: -1.82842 -4.42724 -6.20022  0.009
C: -1.85147 -3.64220 -7.38041  0.003
C: -1.05834 -2.51951 -7.44882  0.002
C: -0.17284 -2.22377 -6.40256  0.010
C: -0.02987 -3.04295 -5.26786  -0.003
C: -0.82708 -4.20212 -5.23498  -0.005
S: 0.66198 -0.64434 -6.37160  -0.002
O: 2.08891 -0.87656 -6.48472  0.011
O: -0.02129 0.18174 -7.33989  -0.004
N: 0.44858 -0.13927 -4.77554  0.358
C: -0.42669 0.80405 -4.50149  -0.105
S: -1.25202 1.99583 -5.62392  0.133
C: -2.52597 2.26230 -4.52255  0.258
C: -2.28934 1.58614 -3.35917  0.037
N: -1.04972 0.99116 -3.29558  0.277
H: -3.50867 -5.49343 -6.76662  0.000
H: -2.77655 -5.95340 -5.19053  0.000
H: -2.61165 -3.92557 -8.11187  0.000
H: -1.13935 -1.86530 -8.32782  0.000
H: 0.62631 -2.79260 -4.45278  0.002
H: -0.81630 -4.86298 -4.36222  0.000
H: -3.29823 2.89042 -4.91838  0.004
H: -2.96889 1.51059 -2.48520  0.008
F: 0.54446 -2.39893 -1.05241  -0.007
B: 1.83113 -2.05049 -1.50693  0.064
F: 1.94231 -0.63808 -1.54637  -0.007
F: 1.95622 -2.54397 -2.86267  0.001
F: 2.83541 -2.53273 -0.67735  -0.001
C: 0.36348 0.84252 0.26642  1.554
Ge: 1.22870 0.32697 1.89332  -0.312
C: 0.80131 -1.35091 2.62410  -0.001
C: 1.17872 -1.66998 3.96366  0.012
C: 0.81459 -2.92721 4.45594  0.002
C: 0.12450 -3.83666 3.69620  -0.001
C: -0.29054 -3.48821 2.40328  0.013
C: 0.05730 -2.27221 1.85159  0.103
C: 3.17621 0.45298 1.95577  0.084
C: 3.84923 0.02554 0.78397  0.010
C: 5.19586 -0.25911 0.89011  0.010
C: 5.89927 -0.10613 2.08626  0.000
C: 5.23768 0.43482 3.15913  0.001
C: 3.87865 0.72368 3.15278  0.013
C: 0.82138 1.52072 3.33249  0.113
C: -0.16675 1.26831 4.28139  -0.016
C: -0.33391 2.12338 5.35760  0.000
C: 0.46937 3.25369 5.50517  0.001
C: 1.40259 3.55718 4.51546  0.009
C: 1.52605 2.74841 3.39079  0.018
H: 1.63873 -0.91371 4.60899  0.000
H: 1.16684 -3.22416 5.47113  0.000
H: -0.14517 -4.80729 4.08081  0.000
H: -0.93755 -4.18876 1.83130  0.000
H: -0.21588 -2.08721 0.79309  -0.017
H: 3.31319 -0.07447 -0.16448  -0.040
H: 5.66595 -0.68866 0.03429  0.000
H: 6.93401 -0.40066 2.20976  0.000
H: 5.79129 0.55678 4.07802  0.000
H: 3.39034 1.22626 3.99504  0.002
H: -0.71277 0.35831 4.26120  -0.005
H: -1.05359 1.85609 6.13117  0.000
H: 0.39290 3.81580 6.40107  0.000
H: 2.00108 4.43985 4.64546  0.000
H: 2.27334 2.94697 2.58562  -0.002
Br: -3.37415 5.46782 0.03250  0.006
C: -3.50530 4.79196 1.76939  0.001
C: -4.31234 5.36667 2.75061  0.007
C: -4.54864 4.60244 3.89025  -0.004
C: -4.02843 3.31223 4.00081  0.008
C: -3.14367 2.82566 3.07511  -0.011
C: -2.89387 3.55501 1.91365  0.160
I: -1.53730 2.64411 0.57006  0.109
H: -4.69338 6.39629 2.60757  0.000
H: -5.28497 5.04836 4.62997  0.000
H: -4.37188 2.70617 4.86507  0.000
H: -2.65233 1.86228 3.29317  -0.001

- 2S+1: 5
- Net charge: -1
- LUMO level (spin up / spin down): 1.834 / -1.114 eV
- Gap between HOMO and LUMO (spin up / spin down): 5.64 / 4.97 eV
- Electronic energy: -7915.21539 Ha
- Energy above the lowest of the compared OMol25 structures with the same formula, charge and spin: 2.934 eV
- Maximum force: 4.25 eV/A


Record 2
This record from OMol25 describes a 2-piece molecular cluster, Br2IOP overall at a distorted geometry. The level of theory is ωB97M-V with the def2-TZVPD basis set.

Last column: natural (NBO) charge in e.
Geometry (Å):
O: -0.05317 -2.37928 -2.46845  -0.972
P: 0.66077 -1.11401 -2.42139  1.242
Br: -0.12576 -0.01666 -0.73033  -0.274
Br: -1.07442 0.91216 2.99300  -0.147
I: 0.59257 2.59779 2.62717  0.150

- LUMO level: -1.336 eV
- SMILES: O=PBr.BrI
- Gap between HOMO and LUMO: 8.42 eV
- Electronic energy: -5862.34910 Ha
- Energy above the lowest of the compared OMol25 structures with the same formula, charge and spin: 1.213 eV
- Maximum force: 1.11 eV/A


Record 3
This record from OMol25 describes an isolated ion of composition C3H9N2O and charge +1 at a distorted geometry. The level of theory is ωB97M-V with the def2-TZVPD basis set.

Last column: natural (NBO) charge in e.
Geometry (Å):
C: -1.36367 0.22615 -1.75598  -0.435
N: -0.62359 0.47276 -0.57453  -0.495
C: 0.18866 -0.32211 0.14154  0.537
N: 0.44841 -1.60532 -0.02657  -0.748
C: 0.89055 0.28182 1.32761  -0.148
O: 0.63837 1.67466 1.71946  -0.697
H: -2.35809 0.56328 -1.58212  0.242
H: -0.84576 0.93742 -2.48490  0.237
H: -1.33267 -0.83188 -2.20544  0.234
H: -0.47786 1.43295 -0.26236  0.444
H: 0.92724 -2.06246 0.74607  0.427
H: 0.01203 -2.32094 -0.70589  0.455
H: 1.92594 0.22174 0.92318  0.221
H: 0.77461 -0.41936 2.18509  0.219
H: 1.19584 1.75129 2.55485  0.508

- Net charge: +1
- LUMO level: -3.304 eV
- SMILES: CNC(=[NH2+])CO
- Gap between HOMO and LUMO: 11.85 eV
- Electronic energy: -304.19641 Ha
- Energy above the lowest of the compared OMol25 structures with the same formula, charge and spin: 1.468 eV
- Maximum force: 4.40 eV/A


Record 4
This record from OMol25 describes C31H85AsCsF6N5O10 as an isolated structure at a distorted geometry. The level of theory is ωB97M-V with the def2-TZVPD basis set.

Last column: Mulliken charge in e.
Geometry (Å):
Cs: 0.46094 0.24471 -0.41049  0.430
As: -1.38760 -4.39574 0.96430  2.057
F: 0.26714 -4.19763 1.67173  -0.753
F: -0.86066 -5.65001 -0.16360  -0.484
F: -3.04456 -4.53674 0.30981  -0.518
F: -2.00669 -3.21266 2.18371  -0.619
F: -1.01511 -2.97081 -0.16755  -0.421
F: -1.73865 -5.69696 2.17686  -0.509
C: 3.80461 0.73204 4.42883  -1.267
C: 4.82610 0.15193 3.45053  0.222
C: 5.43874 -1.13698 4.04490  -0.605
O: 6.50437 -1.50652 3.12802  -0.308
C: 7.40061 -2.36282 3.89801  -0.828
N: 4.08409 -0.17928 2.25645  -0.130
H: 4.31987 0.97324 5.35857  0.545
H: 3.04920 -0.01825 4.66230  0.142
H: 3.37764 1.66175 4.05274  0.244
H: 5.62668 0.84576 3.19410  0.394
H: 4.75958 -1.96682 4.24035  0.151
H: 5.73672 -0.83798 5.04984  0.429
H: 8.19613 -2.64476 3.20825  0.279
H: 6.98001 -3.19357 4.46462  0.304
H: 7.84655 -1.80217 4.71954  0.329
H: 3.36945 -0.88771 2.34317  -0.110
H: 4.67433 -0.54737 1.52417  0.285
C: -4.98189 -1.66898 2.60788  -1.543
C: -4.09294 -0.41998 2.29398  0.204
C: -3.21472 -0.14809 3.54880  -0.157
O: -4.11777 0.13695 4.60291  -0.437
C: -3.39475 0.37030 5.86666  -0.688
N: -3.26426 -0.74253 1.13959  -0.025
H: -5.90206 -1.48395 3.16210  0.384
H: -4.49577 -2.31401 3.33982  0.291
H: -5.23637 -2.26976 1.73473  0.426
H: -4.77450 0.41583 2.13586  0.538
H: -2.60541 0.73480 3.35554  0.222
H: -2.48174 -0.93361 3.73267  0.115
H: -4.09421 0.47903 6.69554  0.296
H: -2.73561 1.23591 5.80080  0.261
H: -2.84053 -0.52817 6.13816  0.256
H: -2.90599 -1.61439 1.50238  -0.344
H: -3.86102 -1.19466 0.46169  0.072
C: 2.78849 3.12839 1.65987  -0.945
C: 1.47929 2.86631 2.40672  0.742
C: 0.24372 3.64558 1.98435  -1.317
O: -0.24765 3.57526 0.63073  -0.010
C: -1.29746 4.49241 0.34842  -0.674
N: 1.27918 1.42959 2.41499  0.082
H: 2.63833 3.40228 0.61558  0.336
H: 3.48823 2.29699 1.57488  0.061
H: 3.34324 3.94674 2.11884  0.367
H: 1.62240 3.16190 3.44607  0.327
H: 0.38141 4.66087 2.35625  0.418
H: -0.54948 3.24770 2.61730  0.325
H: -0.88369 5.49929 0.29278  0.365
H: -2.17216 4.43555 0.99632  0.324
H: -1.53298 4.24266 -0.68611  0.033
H: 0.74031 1.22956 3.24548  0.174
H: 2.20840 1.08189 2.60410  -0.518
C: -2.63053 -1.48456 -4.28701  -1.100
C: -3.84356 -2.08876 -3.61635  0.040
C: -4.23729 -3.50398 -4.26657  -0.690
O: -5.18482 -4.12173 -3.32739  -0.429
C: -6.49710 -3.55502 -3.28692  -0.645
N: -3.76392 -2.32769 -2.18891  -0.214
H: -2.41153 -0.53295 -3.80270  0.217
H: -2.70593 -1.32290 -5.36232  0.438
H: -1.84583 -2.23057 -4.16126  0.109
H: -4.75664 -1.50549 -3.73536  0.392
H: -3.39844 -4.19327 -4.36300  0.295
H: -4.47489 -3.52737 -5.33010  0.435
H: -7.10256 -4.02778 -2.51360  0.270
H: -7.16234 -3.57656 -4.15010  0.301
H: -6.35534 -2.57778 -2.82540  0.240
H: -4.43358 -3.04989 -1.96511  0.477
H: -2.86191 -2.75601 -2.03716  -0.277
C: -2.62883 2.27753 -2.80413  -1.991
C: -2.87810 1.70363 -1.44172  1.507
C: -4.38230 1.84382 -0.89744  -0.161
O: -5.06557 3.11934 -1.01254  -0.444
C: -5.71376 3.57197 0.16945  -0.531
N: -2.43216 0.28648 -1.45716  0.787
H: -3.34415 1.87968 -3.52394  0.419
H: -1.60556 2.03589 -3.09157  0.405
H: -2.70561 3.36229 -2.72992  0.467
H: -2.24788 2.17579 -0.68806  -0.512
H: -4.37540 1.48265 0.13096  0.005
H: -5.02311 1.14353 -1.43323  0.184
H: -6.38554 2.86365 0.65431  0.286
H: -6.12460 4.58106 0.13707  0.273
H: -4.83566 3.45906 0.80529  0.145
H: -2.57198 -0.05450 -0.51680  -0.179
H: -2.88815 -0.42713 -2.00754  -0.150
C: 2.22249 5.78788 -5.64259  -1.425
C: 2.16240 4.57709 -4.66061  0.783
C: 1.86235 4.94873 -3.20508  -0.909
O: 1.42056 3.45821 -5.13930  -0.459
H: 3.20163 6.20112 -5.40051  0.362
H: 1.43354 6.53660 -5.57130  0.343
H: 2.02432 5.51873 -6.68008  0.383
H: 3.21873 4.31531 -4.59949  -0.119
H: 2.50927 5.71873 -2.78472  0.398
H: 1.94543 4.02028 -2.64013  0.012
H: 0.83351 5.30363 -3.14480  0.387
H: 0.61926 3.71417 -5.60190  0.274
C: 3.40343 -3.41855 -3.03217  -1.311
C: 2.05093 -2.77014 -2.88238  0.884
C: 0.89738 -3.68731 -3.22960  -1.587
O: 1.94764 -2.24693 -1.52096  -0.181
H: 3.58802 -4.13234 -2.22934  0.302
H: 4.18670 -2.68248 -2.85109  0.250
H: 3.73642 -3.96800 -3.91269  0.390
H: 2.00913 -1.83937 -3.44808  0.091
H: -0.09613 -3.38767 -2.89606  0.226
H: 1.01051 -4.58608 -2.62338  0.471
H: 0.80423 -3.98353 -4.27444  0.449
H: 1.47194 -2.93352 -1.04778  0.047
C: 4.60416 2.05745 -3.43109  -1.480
C: 3.79016 0.95279 -2.82390  0.726
C: 4.46882 0.61513 -1.46962  -0.851
O: 2.50843 1.55676 -2.65719  -0.203
H: 4.34735 2.36542 -4.44465  0.385
H: 5.66565 1.81522 -3.48267  0.492
H: 4.57034 2.92926 -2.77772  0.302
H: 3.82261 0.02238 -3.39079  0.050
H: 4.10944 -0.38680 -1.23496  0.072
H: 4.15677 1.35554 -0.73306  0.063
H: 5.55745 0.60151 -1.41664  0.442
H: 2.20485 1.82401 -3.52783  0.041
C: 0.75247 -2.28282 4.64053  1.212
C: 1.80634 -3.34245 4.22835  -0.523
O: 2.04244 -3.19427 2.83633  -0.470
O: 0.64728 -2.25545 6.08698  -0.607
H: -0.18108 -2.27693 4.07790  -0.416
H: 1.05370 -1.26640 4.38704  -0.431
H: 1.36713 -4.33977 4.20492  0.385
H: 2.74414 -3.25240 4.77656  0.267
H: 1.42611 -3.76368 2.36995  0.593
H: -0.25382 -2.38415 6.39204  0.300

- LUMO level: 0.044 eV
- Gap between HOMO and LUMO: 8.85 eV
- Electronic energy: -5113.32719 Ha
- Maximum force: 3.28 eV/A


Which formula does entry 4 have? C31H85AsCsF6N5O10


electronic energy of number 3 (C3H9N2O)? -304.19641 Ha


The highest maximum force belongs to which entry? C3H9N2O


The highest maximum force belongs to which entry? C3H9N2O